a.
Computed, not measured: 14 unconnected molecules or ions with the total composition C56H154N14O14, with wB97M-V/def2-TZVPD.

Last column: Löwdin charge in e.
Element x y z (Å)
C: -5.88170 -0.54089 -1.59271  -0.04
C: -6.80901 -1.64760 -2.11618  -0.39
C: -8.08327 -1.16601 -2.72454  -0.22
O: -8.99316 -0.73513 -1.72179  -0.18
C: -10.07612 -1.62929 -1.53308  -0.11
N: -6.01628 -2.32919 -3.14688  0.02
H: -6.18840 -0.15110 -0.61634  0.08
H: -5.82761 0.37185 -2.19182  0.08
H: -4.86042 -0.88051 -1.43070  0.04
H: -6.93148 -2.39554 -1.32942  0.14
H: -8.58261 -1.89719 -3.37517  0.12
H: -7.85535 -0.43088 -3.50879  0.13
H: -10.80940 -1.71995 -2.33833  0.09
H: -10.62545 -1.28587 -0.65715  0.09
H: -9.61399 -2.59487 -1.30321  0.09
H: -5.79500 -1.77808 -3.97279  0.03
H: -6.49019 -3.14538 -3.52574  0.09
C: -0.93147 -2.90226 -3.49415  -0.04
C: -2.31224 -3.54101 -3.53495  -0.42
C: -2.33057 -5.05549 -3.37811  -0.20
O: -1.57949 -5.62792 -4.43852  -0.18
C: -1.91960 -6.97268 -4.69384  -0.11
N: -3.12060 -2.94090 -2.46142  0.06
H: -0.34757 -3.22189 -4.36165  0.08
H: -0.40489 -3.13781 -2.56739  0.08
H: -0.96032 -1.81856 -3.62734  0.06
H: -2.65391 -3.33417 -4.55771  0.13
H: -3.34752 -5.46432 -3.37825  0.12
H: -1.93046 -5.32279 -2.39159  0.12
H: -2.96885 -7.11777 -4.97025  0.09
H: -1.71534 -7.55414 -3.78829  0.08
H: -1.27391 -7.31065 -5.50165  0.09
H: -4.08726 -2.83717 -2.81460  0.04
H: -2.91618 -1.94059 -2.43044  0.05
C: 3.10316 3.43791 -4.24884  -0.07
C: 2.10991 4.48183 -3.74269  -0.38
C: 0.65562 4.16790 -4.11636  -0.20
O: 0.62357 4.05060 -5.54056  -0.18
C: -0.48610 3.28670 -5.98554  -0.11
N: 2.34323 4.56190 -2.30054  0.06
H: 2.81346 2.39773 -4.06363  0.08
H: 4.10341 3.52204 -3.82848  0.05
H: 3.16303 3.59004 -5.32940  0.09
H: 2.41419 5.40094 -4.24942  0.15
H: 0.05417 4.99051 -3.71735  0.11
H: 0.37044 3.26801 -3.55996  0.10
H: -0.55555 3.39705 -7.06995  0.09
H: -1.44787 3.63957 -5.60817  0.08
H: -0.24592 2.23701 -5.79842  0.09
H: 1.95529 3.71397 -1.88498  0.04
H: 1.73537 5.27585 -1.89217  0.05
C: -1.07750 -6.40198 4.98340  -0.06
C: -1.04010 -4.87853 4.86422  -0.45
C: -2.23538 -4.20366 5.51697  -0.22
O: -2.30668 -2.79405 5.43974  -0.20
C: -3.33267 -2.25369 4.64088  -0.11
N: 0.17019 -4.35722 5.47213  0.04
H: -2.06541 -6.67892 4.60175  0.07
H: -0.92966 -6.78437 5.99097  0.08
H: -0.32450 -6.83453 4.32563  0.07
H: -1.02899 -4.60425 3.79637  0.13
H: -2.34360 -4.43460 6.58581  0.13
H: -3.18193 -4.68837 5.23053  0.12
H: -3.39775 -2.83528 3.71034  0.07
H: -3.02519 -1.24968 4.35508  0.08
H: -4.36156 -2.29220 5.01298  0.08
H: 0.23547 -3.32637 5.39067  0.03
H: 1.00188 -4.61591 4.95482  0.04
C: 5.26846 4.67049 -0.83685  -0.07
C: 4.62856 5.74268 0.03291  -0.42
C: 4.35859 5.14199 1.42353  -0.22
O: 3.36003 4.15020 1.29753  -0.22
C: 3.01329 3.52172 2.52839  -0.10
N: 5.49527 6.92936 0.17870  0.04
H: 6.31277 4.47971 -0.56046  0.08
H: 5.12490 4.76057 -1.90960  0.07
H: 4.87969 3.70682 -0.48900  0.05
H: 3.71391 5.99436 -0.50603  0.12
H: 4.07353 5.96173 2.09643  0.11
H: 5.26338 4.70980 1.87036  0.11
H: 3.91241 3.06454 2.93815  0.07
H: 2.14423 2.91346 2.28502  0.07
H: 2.62266 4.24044 3.26175  0.09
H: 6.26044 6.64728 0.79133  0.07
H: 4.98326 7.56474 0.79050  0.06
C: -6.43572 5.42028 3.81758  -0.08
C: -5.67387 4.17493 3.43745  -0.46
C: -4.26250 4.48304 2.91244  -0.21
O: -3.67524 3.25903 2.51790  -0.18
C: -2.47357 3.42239 1.80394  -0.11
N: -5.56780 3.24825 4.55588  0.04
H: -6.01617 6.01392 4.63653  0.08
H: -7.41648 5.10629 4.17909  0.08
H: -6.54572 6.12693 2.99477  0.08
H: -6.22068 3.69437 2.61990  0.14
H: -3.74785 4.89810 3.79545  0.12
H: -4.12421 5.27274 2.16590  0.12
H: -1.67002 3.83079 2.41971  0.09
H: -2.69336 3.83470 0.81502  0.08
H: -2.05414 2.46596 1.46774  0.07
H: -5.13024 3.80856 5.28762  0.07
H: -4.89161 2.51538 4.37459  0.07
C: -0.37658 4.13542 -0.85546  -0.06
C: -0.65438 5.60168 -0.49701  -0.40
C: 0.28666 5.94563 0.65381  -0.20
O: 0.05130 7.26817 1.10372  -0.19
C: 0.84646 7.67540 2.20866  -0.09
N: -0.39012 6.49027 -1.63567  0.04
H: -0.09771 3.44627 -0.05872  0.07
H: 0.39799 4.14293 -1.62306  0.02
H: -1.29158 3.70097 -1.26841  0.08
H: -1.72333 5.77957 -0.34148  0.13
H: 1.32480 5.77869 0.35506  0.12
H: 0.02302 5.21535 1.42600  0.11
H: 1.90122 7.59466 1.93355  0.08
H: 0.72000 7.00246 3.06517  0.08
H: 0.46133 8.65044 2.48835  0.09
H: -1.12141 6.49736 -2.33301  0.08
H: -0.32674 7.42415 -1.24193  0.08
C: 4.42498 0.63465 1.28697  -0.05
C: 5.53545 0.63649 2.33923  -0.43
C: 6.60201 1.65926 1.99466  -0.19
O: 7.71967 1.64364 2.88201  -0.18
C: 8.89219 2.19545 2.33914  -0.12
N: 4.97840 0.83652 3.66856  0.06
H: 3.59776 0.00029 1.61240  0.06
H: 4.82640 0.13623 0.39527  0.08
H: 4.02968 1.56946 0.88772  0.06
H: 6.06403 -0.32612 2.28972  0.13
H: 6.25607 2.69704 2.02986  0.11
H: 6.86884 1.37955 0.97016  0.13
H: 9.34545 1.69990 1.47771  0.09
H: 9.63246 2.19534 3.13956  0.09
H: 8.75294 3.25503 2.09431  0.08
H: 4.64410 -0.02863 4.08209  0.05
H: 5.73663 1.10398 4.29343  0.08
C: -2.33039 -0.54697 -0.12082  -0.04
C: -0.96488 -1.10361 0.34978  -0.41
C: 0.14862 -0.07541 0.34611  -0.18
O: 0.29244 0.40928 -0.97339  -0.18
C: 1.39197 1.23234 -1.17225  -0.12
N: -1.19815 -1.85296 1.58294  0.05
H: -3.14043 -1.26593 -0.20425  0.05
H: -2.09370 -0.14238 -1.11049  0.04
H: -2.64113 0.28486 0.51671  0.08
H: -0.75854 -1.87819 -0.40762  0.11
H: 1.09191 -0.49178 0.71323  0.11
H: -0.20401 0.78026 0.94132  0.11
H: 1.55324 2.00565 -0.41465  0.08
H: 1.30179 1.73465 -2.14065  0.07
H: 2.34482 0.70353 -1.32755  0.09
H: -1.83075 -2.60203 1.28934  0.03
H: -0.41432 -2.35370 1.99216  0.06
C: 0.73884 0.81195 4.16039  -0.05
C: 1.25312 -0.57190 4.53648  -0.42
C: 1.93543 -0.54459 5.92103  -0.19
O: 2.53721 -1.79487 6.14119  -0.25
C: 2.49211 -2.32974 7.45518  -0.08
N: 0.18950 -1.57409 4.47465  0.07
H: -0.01017 1.16235 4.87025  0.09
H: 0.41116 0.76125 3.12238  0.06
H: 1.61192 1.47462 4.13930  0.06
H: 2.11573 -0.72901 3.87696  0.12
H: 1.16705 -0.30601 6.66508  0.13
H: 2.69525 0.24049 5.87454  0.12
H: 2.93277 -3.32316 7.46444  0.09
H: 1.49321 -2.31053 7.89115  0.09
H: 3.15947 -1.70346 8.06012  0.09
H: -0.27325 -1.50657 3.57486  0.04
H: -0.47721 -1.29762 5.19055  0.08
C: -4.88603 -4.19786 0.47667  -0.06
C: -3.64029 -4.96061 0.89415  -0.39
C: -3.66769 -6.40422 0.34253  -0.20
O: -2.37580 -6.97840 0.46715  -0.18
C: -2.29459 -8.19660 -0.22772  -0.12
N: -2.45827 -4.25650 0.34503  0.04
H: -5.13104 -3.29566 1.03632  0.08
H: -5.76052 -4.85216 0.55713  0.08
H: -4.79430 -3.91723 -0.57555  0.06
H: -3.51020 -4.88750 1.97659  0.12
H: -3.93712 -6.43551 -0.71744  0.12
H: -4.47770 -6.87658 0.91166  0.13
H: -1.28654 -8.59556 -0.08846  0.09
H: -2.61752 -8.17416 -1.26830  0.08
H: -2.81459 -9.02815 0.27120  0.09
H: -2.68662 -3.80799 -0.54236  0.03
H: -1.73061 -4.92327 0.10851  0.07
C: -3.95068 -1.14988 -7.05675  -0.05
C: -4.01675 -0.83459 -5.57566  -0.39
C: -2.95038 0.13506 -5.08524  -0.19
O: -3.26592 0.62168 -3.79740  -0.22
C: -2.32116 1.41130 -3.11873  -0.10
N: -5.36000 -0.13098 -5.31327  0.02
H: -4.08172 -0.21398 -7.60615  0.08
H: -4.80025 -1.78285 -7.30471  0.08
H: -2.97623 -1.56235 -7.31662  0.08
H: -4.28539 -1.68571 -4.95608  0.09
H: -2.86948 0.97122 -5.79112  0.13
H: -1.98466 -0.37971 -4.99492  0.12
H: -2.68338 1.53061 -2.09974  0.08
H: -2.31777 2.40499 -3.58361  0.08
H: -1.28842 1.05170 -3.11383  0.09
H: -5.52658 0.59304 -6.01550  0.07
H: -5.13607 0.46895 -4.51975  0.05
C: 5.50182 -3.35287 3.89172  -0.04
C: 4.10146 -3.01378 3.36130  -0.44
C: 3.94015 -3.20548 1.86343  -0.21
O: 2.58215 -3.11755 1.45966  -0.18
C: 2.50819 -2.70561 0.11347  -0.11
N: 3.01446 -3.63556 4.10043  0.06
H: 5.33869 -3.55959 4.95089  0.07
H: 6.17825 -2.50144 3.80429  0.06
H: 6.00579 -4.22367 3.47045  0.07
H: 4.03598 -1.91222 3.41025  0.09
H: 4.27424 -4.22867 1.62831  0.13
H: 4.66033 -2.56136 1.34931  0.12
H: 2.89930 -1.70576 -0.08643  0.07
H: 1.47452 -2.75348 -0.24048  0.08
H: 2.98409 -3.43516 -0.55433  0.10
H: 2.16502 -3.49906 3.55725  0.05
H: 2.78024 -3.05510 4.92340  0.04
C: 7.70649 -0.88022 -4.43381  -0.07
C: 6.22456 -1.04991 -4.78342  -0.43
C: 5.37924 0.15426 -4.45873  -0.20
O: 5.34514 0.33300 -3.03954  -0.18
C: 5.02371 1.68512 -2.75004  -0.13
N: 6.13886 -1.32413 -6.24378  0.01
H: 8.26401 -1.80460 -4.27551  0.07
H: 7.79590 -0.37763 -3.46632  0.07
H: 8.26028 -0.27669 -5.15425  0.08
H: 5.92654 -1.98777 -4.30728  0.13
H: 4.35875 -0.02123 -4.81041  0.13
H: 5.83179 1.01413 -4.95807  0.14
H: 5.95522 2.24521 -2.61731  0.10
H: 4.51136 1.77893 -1.78989  0.07
H: 4.39526 2.18369 -3.48918  0.00
H: 5.19303 -1.52742 -6.55427  0.06
H: 6.62815 -2.17886 -6.48514  0.07

Orbital gap ... 8.36 eV
HOMO ... -8.00 eV

b.
Computed, not measured: 14 unconnected molecules or ions with the total composition C56H154N14O14, with wB97M-V/def2-TZVPD.

Last column: Löwdin charge in e.
Element x y z (Å)
C: 4.41539 -12.26244 -10.02400  -0.05
C: 3.42069 -11.09851 -9.81159  -0.41
C: 2.15682 -11.56044 -9.06583  -0.22
O: 1.49766 -12.62323 -9.73118  -0.22
C: 0.78948 -12.29065 -10.94193  -0.09
N: 3.99496 -10.02468 -8.97193  0.04
H: 4.02769 -13.05529 -10.66367  0.07
H: 4.86330 -12.64996 -9.10895  0.08
H: 5.29502 -11.83211 -10.50273  0.07
H: 3.16262 -10.62983 -10.76124  0.13
H: 1.41665 -10.77465 -8.91491  0.10
H: 2.39769 -12.01835 -8.10645  0.12
H: 1.53372 -12.36650 -11.73467  0.08
H: 0.29689 -11.31961 -10.99249  0.08
H: 0.05660 -13.07587 -11.12742  0.07
H: 3.21749 -9.52367 -8.56620  0.00
H: 4.40422 -10.51933 -8.19223  0.06
C: -9.71560 -10.55387 -4.55109  -0.05
C: -8.19046 -10.51987 -4.82658  -0.41
C: -7.70455 -11.97167 -5.12966  -0.21
O: -8.22973 -13.00874 -4.34864  -0.19
C: -7.80398 -14.31452 -4.71637  -0.09
N: -7.86638 -9.51806 -5.79425  0.07
H: -10.30302 -10.91845 -5.39377  0.08
H: -10.06378 -9.53910 -4.35841  0.07
H: -9.90595 -11.15403 -3.66133  0.07
H: -7.74460 -10.27786 -3.86183  0.12
H: -6.63419 -12.06086 -4.94398  0.10
H: -7.70807 -12.15695 -6.20379  0.10
H: -8.33986 -15.10860 -4.19639  0.09
H: -6.72265 -14.42247 -4.63163  0.07
H: -8.00054 -14.43057 -5.78220  0.08
H: -8.27891 -9.85959 -6.65057  0.05
H: -6.87390 -9.57765 -5.97184  0.04
C: 0.21174 -4.71253 -11.52951  -0.08
C: 0.19043 -3.25038 -11.17654  -0.44
C: -0.48333 -2.95027 -9.86006  -0.18
O: -1.93481 -2.87739 -10.01361  -0.19
C: -2.72850 -2.96116 -8.77220  -0.08
N: 1.58942 -2.84171 -11.19527  0.03
H: 0.74338 -5.41573 -10.88844  0.07
H: 0.59466 -4.92876 -12.52686  0.08
H: -0.79634 -5.12677 -11.54650  0.05
H: -0.26591 -2.73790 -12.02343  0.14
H: -0.12376 -2.01731 -9.42602  0.12
H: -0.14282 -3.69070 -9.13624  0.12
H: -3.76765 -2.78840 -9.05223  0.07
H: -2.40228 -2.25055 -8.01278  0.08
H: -2.72622 -3.90016 -8.21868  0.05
H: 2.15301 -3.45311 -10.62200  0.07
H: 1.90908 -3.07002 -12.12575  0.07
C: 1.00346 -7.66080 -8.38821  -0.05
C: 2.16464 -7.60271 -7.42507  -0.40
C: 1.93348 -6.54714 -6.27420  -0.16
O: 2.47367 -5.27825 -6.67664  -0.19
C: 1.87879 -4.18988 -5.92092  -0.09
N: 2.21851 -8.93273 -6.88973  0.02
H: 0.04039 -7.72653 -7.88197  0.07
H: 1.13776 -8.47674 -9.09835  0.07
H: 0.95404 -6.72257 -8.94082  0.06
H: 3.07716 -7.39381 -7.98342  0.14
H: 2.38843 -6.80668 -5.31829  0.11
H: 0.86325 -6.43028 -6.10379  0.08
H: 2.11282 -4.21847 -4.85672  0.08
H: 0.79344 -4.22117 -6.01650  0.07
H: 2.15522 -3.24104 -6.38069  0.09
H: 1.33991 -9.17413 -6.45397  0.02
H: 2.86028 -8.76951 -6.12711  0.07
C: -8.03689 -6.66797 -2.69264  -0.06
C: -7.30800 -6.00548 -3.83321  -0.43
C: -5.83369 -6.39000 -3.96622  -0.21
O: -5.21144 -6.12089 -2.75937  -0.17
C: -3.93754 -6.76293 -2.48506  -0.07
N: -8.03910 -6.34396 -5.02408  0.04
H: -7.80795 -7.73362 -2.68332  0.06
H: -9.10798 -6.47505 -2.75306  0.08
H: -7.72494 -6.28805 -1.71978  0.08
H: -7.33924 -4.93574 -3.62641  0.14
H: -5.37397 -5.85577 -4.79769  0.12
H: -5.67570 -7.46084 -4.09445  0.11
H: -4.02790 -7.84627 -2.56448  0.07
H: -3.55240 -6.74754 -1.46549  0.09
H: -3.13428 -6.40927 -3.13143  0.05
H: -8.98880 -6.00214 -4.98783  0.08
H: -8.11680 -7.34616 -5.12239  0.03
C: -3.24934 -13.59136 -12.99802  -0.03
C: -3.37683 -15.14638 -13.19751  -0.39
C: -2.24831 -15.98751 -12.56665  -0.20
O: -2.34869 -17.36023 -12.96130  -0.20
C: -1.18388 -18.13906 -12.70905  -0.10
N: -4.60914 -15.62851 -12.63318  0.00
H: -3.17915 -13.37665 -11.93169  0.06
H: -4.20315 -13.24019 -13.39176  0.07
H: -2.44884 -13.12013 -13.56833  0.08
H: -3.44973 -15.51792 -14.21964  0.13
H: -2.29642 -15.94997 -11.47836  0.11
H: -1.24656 -15.60229 -12.75693  0.12
H: -0.96141 -18.12443 -11.64210  0.09
H: -0.28720 -17.81241 -13.23569  0.08
H: -1.48884 -19.11338 -13.09089  0.09
H: -4.68988 -16.62957 -12.74024  0.09
H: -5.50062 -15.44069 -13.06916  0.09
C: -5.49041 -13.42023 -9.93490  -0.06
C: -4.43123 -14.33057 -9.27628  -0.41
C: -4.53082 -14.40786 -7.66970  -0.12
O: -3.83668 -13.24791 -7.11996  -0.23
C: -3.59659 -13.21026 -5.70513  -0.09
N: -4.50799 -15.67201 -9.78749  0.03
H: -6.48174 -13.86152 -9.83184  0.07
H: -5.35073 -13.41670 -11.01591  0.05
H: -5.52466 -12.36886 -9.64932  0.06
H: -3.45467 -13.95540 -9.58238  0.12
H: -3.98563 -15.28965 -7.33306  0.11
H: -5.56241 -14.55201 -7.34854  0.11
H: -2.89879 -12.46791 -5.31773  0.06
H: -3.28778 -14.20574 -5.38614  0.09
H: -4.53677 -13.05369 -5.17631  0.06
H: -5.45847 -15.95812 -9.60087  0.07
H: -4.46786 -15.62687 -10.79569  0.00
C: 2.14555 -10.01675 -1.84378  -0.05
C: 2.76474 -8.78172 -2.56341  -0.39
C: 1.97948 -7.47023 -2.35880  -0.19
O: 0.71022 -7.51758 -2.99517  -0.22
C: -0.08421 -6.47951 -2.47706  -0.10
N: 4.12797 -8.71424 -1.96804  0.03
H: 1.08845 -10.19501 -2.04090  0.06
H: 2.46416 -10.07005 -0.80275  0.07
H: 2.58906 -10.95074 -2.18884  0.08
H: 2.90167 -8.98472 -3.62555  0.12
H: 2.50535 -6.67684 -2.88992  0.11
H: 1.98309 -7.17098 -1.31068  0.13
H: 0.25034 -5.44256 -2.50708  0.10
H: -0.37794 -6.70054 -1.45091  0.10
H: -1.00489 -6.40274 -3.05547  0.06
H: 3.95417 -8.70511 -0.97315  0.06
H: 4.45985 -7.78149 -2.16787  0.06
C: -1.38513 -10.48310 -3.75556  -0.02
C: -0.12049 -10.47043 -4.68644  -0.34
C: -0.12610 -11.43200 -5.87102  -0.25
O: -0.40363 -12.71116 -5.49079  -0.18
C: -0.33005 -13.64139 -6.59932  -0.05
N: 0.01059 -9.09308 -5.19514  0.06
H: -1.56296 -11.52813 -3.50181  0.07
H: -2.18811 -10.09723 -4.38361  0.06
H: -1.21707 -9.88793 -2.85800  0.07
H: 0.77206 -10.70691 -4.10719  0.12
H: 0.84054 -11.32195 -6.36255  0.11
H: -0.89231 -11.10567 -6.57425  0.12
H: -0.99677 -14.46096 -6.33120  0.08
H: 0.69872 -14.00048 -6.57142  0.09
H: -0.46607 -13.23726 -7.60245  0.09
H: -0.87026 -8.78516 -5.58163  0.04
H: 0.21193 -8.40200 -4.48664  0.05
C: -3.18406 -10.09648 -8.44622  -0.04
C: -3.69338 -9.97449 -7.00810  -0.37
C: -3.59480 -8.46968 -6.47716  -0.13
O: -2.21198 -8.06493 -6.41686  -0.22
C: -2.21446 -6.69889 -6.15028  -0.11
N: -5.08209 -10.40168 -7.03174  0.06
H: -3.67130 -9.38876 -9.11692  0.08
H: -3.35626 -11.12494 -8.76360  0.07
H: -2.11927 -9.87065 -8.38871  0.07
H: -3.19625 -10.67912 -6.34143  0.10
H: -4.09001 -8.35976 -5.51239  0.10
H: -4.11936 -7.77909 -7.13748  0.11
H: -2.78630 -6.09155 -6.85188  0.08
H: -1.20495 -6.28796 -6.13870  0.07
H: -2.55693 -6.47462 -5.14008  0.07
H: -5.13217 -11.35350 -7.36588  0.05
H: -5.57844 -9.88566 -7.74410  0.06
C: -3.48928 -9.58846 -13.04228  -0.05
C: -3.49334 -8.09943 -13.51503  -0.39
C: -2.91046 -7.14239 -12.37627  -0.15
O: -3.85428 -6.99977 -11.27463  -0.23
C: -3.56444 -6.03078 -10.28582  -0.12
N: -2.56738 -8.04306 -14.63645  0.02
H: -3.60448 -10.31827 -13.84366  0.06
H: -4.03425 -9.79919 -12.12212  0.07
H: -2.48496 -9.73892 -12.64629  0.07
H: -4.45426 -7.64010 -13.74689  0.13
H: -2.77196 -6.11810 -12.72232  0.11
H: -2.01229 -7.55057 -11.91283  0.12
H: -3.69950 -5.03548 -10.70918  0.08
H: -2.51442 -6.10952 -10.00411  0.08
H: -4.19771 -5.96294 -9.40125  0.07
H: -2.60585 -7.18512 -15.16802  0.07
H: -2.92183 -8.72624 -15.29046  0.06
C: -5.99953 -3.98907 -7.27086  -0.08
C: -6.75356 -2.91640 -6.52963  -0.45
C: -6.74102 -1.54141 -7.23708  -0.16
O: -5.34975 -1.13692 -7.34699  -0.21
C: -5.17677 0.21025 -6.85103  -0.10
N: -8.10881 -3.38957 -6.36857  0.04
H: -6.15982 -4.07677 -8.34543  0.08
H: -6.24759 -5.00228 -6.95468  0.05
H: -4.93522 -3.87946 -7.06268  0.06
H: -6.28601 -2.88610 -5.54546  0.13
H: -7.25012 -0.91309 -6.50624  0.11
H: -7.26072 -1.57451 -8.19464  0.13
H: -4.13215 0.46191 -7.03415  0.08
H: -5.46295 0.39313 -5.81529  0.08
H: -5.76415 0.88301 -7.47591  0.08
H: -8.10335 -4.30121 -5.93386  0.02
H: -8.58241 -2.81744 -5.68412  0.07
C: -7.12089 -7.22298 -9.23138  -0.08
C: -8.54832 -7.46241 -9.45499  -0.42
C: -8.81235 -8.97739 -9.80324  -0.17
O: -8.25089 -9.82237 -8.79238  -0.25
C: -8.36624 -11.21334 -9.07812  -0.09
N: -9.22528 -7.18051 -8.21257  0.05
H: -6.53425 -7.31546 -10.14538  0.08
H: -6.59457 -7.87911 -8.53815  0.07
H: -7.00509 -6.15124 -9.06997  0.07
H: -8.94861 -6.82550 -10.24379  0.14
H: -8.30717 -9.17699 -10.74826  0.12
H: -9.87892 -9.19270 -9.86774  0.12
H: -7.94287 -11.46842 -10.04962  0.08
H: -9.44741 -11.35008 -9.09969  0.09
H: -7.96495 -11.80764 -8.25722  0.07
H: -8.64347 -7.34422 -7.40337  0.03
H: -9.84811 -7.95867 -8.04933  0.06
C: -6.54971 -9.47021 -0.93710  -0.06
C: -5.45598 -10.16471 -0.10374  -0.41
C: -4.78494 -11.32503 -0.88759  -0.22
O: -3.76253 -11.93961 -0.12265  -0.18
C: -3.44481 -13.23078 -0.56363  -0.11
N: -4.39109 -9.20833 0.21195  0.06
H: -6.13339 -8.80058 -1.68967  0.05
H: -7.10477 -8.81287 -0.26783  0.08
H: -7.32651 -10.14939 -1.28837  0.08
H: -5.84773 -10.60340 0.81397  0.14
H: -4.57120 -10.86445 -1.85210  0.12
H: -5.57377 -12.04807 -1.09511  0.12
H: -4.24895 -13.90534 -0.26962  0.09
H: -2.50416 -13.53168 -0.10240  0.09
H: -3.31701 -13.35322 -1.63917  0.08
H: -4.10514 -8.81705 -0.67419  0.03
H: -3.67720 -9.89391 0.41302  0.05

Orbital gap ... 8.50 eV
HOMO ... -8.07 eV

In terms of stability, a leads; the second structure lies 0.0504 hartree higher.